The following is a quantum chemistry calculation of a structure of composition C20H23F6IN4O4S6Tl, from OMol25.

Results
HOMO, eV: -11.511
Orbital gap, eV: 7.789
Max |F|, Eh/bohr: 0.004
Energy relative to the best compared isomer or geometry (same formula, charge and spin), kcal per mole: 1.3

The geometry in ORCA input format:
```
! wB97M-V def2-TZVPD RIJCOSX def2/J DEFGRID3
* xyz 1 1
Tl -0.03 -0.12 0.18
C 3.18 -0.46 2.66
C 2.56 0.69 3.43
S 0.77 0.44 3.70
C 0.20 2.16 3.89
C -0.39 2.77 2.63
S 0.74 2.40 1.27
C 0.21 3.38 -0.15
C 1.13 3.01 -1.32
S 1.26 1.23 -1.70
C 3.00 0.84 -1.34
C 3.46 0.75 0.10
S 2.71 -0.68 0.92
H 2.91 -1.42 3.11
H 4.26 -0.39 2.69
H 2.72 1.64 2.92
H 3.05 0.75 4.40
H 1.04 2.75 4.26
H -0.56 2.15 4.67
H -0.47 3.86 2.73
H -1.37 2.37 2.39
H 0.34 4.44 0.06
H -0.84 3.19 -0.38
H 2.14 3.37 -1.15
H 0.75 3.47 -2.23
H 3.59 1.59 -1.87
H 3.15 -0.11 -1.86
H 3.23 1.66 0.66
H 4.54 0.62 0.10
F -2.02 0.62 -4.75
C -2.80 1.22 -3.84
F -2.24 2.39 -3.51
F -4.00 1.43 -4.35
S -2.89 0.15 -2.35
O -1.50 0.13 -1.90
O -3.42 -1.10 -2.79
N -3.84 0.90 -1.38
S -3.35 1.92 -0.29
O -2.23 1.42 0.51
O -3.24 3.28 -0.72
C -4.79 1.83 0.86
F -4.92 0.59 1.33
F -4.52 2.65 1.88
F -5.89 2.21 0.25
I 2.65 -5.32 -3.27
C 1.45 -3.75 -2.69
C 0.21 -3.40 -3.19
N -0.18 -2.32 -2.52
N 0.71 -1.93 -1.59
C 1.71 -2.80 -1.69
H -0.39 -3.84 -3.96
H -1.04 -1.79 -2.62
H 2.57 -2.73 -1.05
N -3.54 -5.42 4.10
C -3.02 -4.60 3.50
C -2.35 -3.57 2.74
C -2.86 -2.28 2.75
C -2.22 -1.28 2.03
C -1.09 -1.60 1.30
C -0.58 -2.89 1.28
C -1.21 -3.88 2.01
H -3.75 -2.05 3.33
H -2.62 -0.28 2.03
H 0.30 -3.14 0.70
H -0.84 -4.90 2.00
*
```

***

The following is a quantum chemistry calculation of a cluster of 12 separate species, C26H44BCl33N5O2 in total at a distorted geometry, from OMol25.

Results
HOMO, eV: -10.965
Orbital gap, eV: 8.190
Max |F|, Eh/bohr: 0.068

The geometry in ORCA input format:
```
! wB97M-V def2-TZVPD RIJCOSX def2/J DEFGRID3
* xyz 1 1
C 4.81 0.70 5.03
C 4.92 -0.24 3.73
C 4.40 0.51 2.41
C 3.69 -0.47 1.36
C 4.85 -1.43 0.77
N 3.06 0.20 0.19
C 3.56 1.57 -0.10
C 3.08 1.90 -1.61
B 2.70 3.46 -1.83
O 3.39 4.16 -2.92
N 1.69 4.27 -1.09
C 2.19 4.81 0.19
C 0.37 3.61 -0.98
C 1.99 0.86 -2.14
N 0.99 0.45 -1.12
C 1.63 0.17 0.17
N 0.81 -0.03 1.19
C -0.69 -0.01 1.11
C -1.13 1.43 1.60
O -0.48 1.89 2.59
N -2.16 2.22 0.97
C -3.18 1.38 0.29
C -2.85 3.12 1.94
H 5.31 1.70 4.81
H 5.33 0.24 5.94
H 3.70 0.87 5.23
H 4.45 -1.26 3.84
H 6.04 -0.42 3.57
H 3.73 1.40 2.66
H 5.33 0.98 1.94
H 3.02 -1.15 1.96
H 5.55 -0.89 0.06
H 5.41 -1.92 1.64
H 4.29 -2.29 0.26
H 4.69 1.67 -0.08
H 3.11 2.27 0.67
H 4.01 1.70 -2.25
H 4.33 4.17 -2.64
H 1.65 5.78 0.42
H 1.98 4.12 1.08
H 3.30 5.03 0.13
H -0.42 4.45 -1.08
H 0.13 2.86 -1.79
H 0.22 3.21 0.08
H 2.47 -0.06 -2.62
H 1.43 1.40 -2.97
H 0.51 -0.41 -1.42
H 1.19 -0.20 2.12
H -1.03 -0.81 1.85
H -1.09 -0.33 0.11
H -2.83 0.91 -0.68
H -3.57 0.59 1.00
H -4.05 2.07 0.02
H -3.53 2.57 2.66
H -3.50 3.83 1.32
H -2.16 3.79 2.54
C -0.51 -3.76 1.53
Cl 1.20 -3.54 1.90
Cl -0.90 -3.08 -0.06
Cl -0.96 -5.46 1.60
H -1.09 -3.22 2.28
C -2.71 5.10 5.49
Cl -4.27 4.63 4.81
Cl -2.33 6.78 5.06
Cl -2.71 4.89 7.24
H -1.95 4.46 5.06
C -4.02 -1.12 -3.07
Cl -2.30 -0.91 -2.69
Cl -4.40 -0.44 -4.65
Cl -4.47 -2.83 -3.00
H -4.60 -0.58 -2.32
C -4.54 -4.20 -6.82
Cl -6.11 -4.71 -7.46
Cl -3.30 -5.42 -7.16
Cl -4.07 -2.64 -7.51
H -4.62 -4.09 -5.75
C 7.30 -1.62 7.90
Cl 8.18 -0.08 7.96
Cl 5.90 -1.57 8.98
Cl 6.80 -1.99 6.25
H 7.96 -2.41 8.24
C 7.26 4.42 -2.63
Cl 6.37 4.37 -1.10
Cl 8.42 5.76 -2.62
Cl 8.08 2.89 -2.92
H 6.55 4.59 -3.43
C -1.38 4.57 -4.19
Cl 0.34 4.80 -3.84
Cl -1.78 5.21 -5.79
Cl -1.80 2.85 -4.09
H -1.96 5.11 -3.45
C -7.00 -8.13 -5.32
Cl -5.62 -7.13 -5.82
Cl -7.27 -9.43 -6.49
Cl -6.74 -8.78 -3.70
H -7.88 -7.50 -5.30
C -0.74 0.71 5.70
Cl -2.24 1.62 5.49
Cl 0.14 1.26 7.13
Cl -1.07 -1.03 5.80
H -0.11 0.88 4.83
C -3.50 -7.23 -1.93
Cl -5.00 -6.32 -2.15
Cl -2.64 -6.68 -0.49
Cl -3.82 -8.97 -1.84
H -2.86 -7.05 -2.80
C -9.64 -4.62 -4.92
Cl -7.92 -4.42 -4.55
Cl -10.02 -3.93 -6.51
Cl -10.11 -6.32 -4.85
H -10.22 -4.08 -4.17
*
```

***

The following is a quantum chemistry calculation of a cluster of 2 separate species, C2H10N4 in total at a distorted geometry, from OMol25.

Results
HOMO, eV: -8.417
Orbital gap, eV: 9.481
Max |F|, Eh/bohr: 0.081
Structure (SMILES): [H]/N=C\NN.CN
Energy relative to the best compared isomer or geometry (same formula, charge and spin), kcal per mole: 66.8

The geometry in ORCA input format:
```
! wB97M-V def2-TZVPD RIJCOSX def2/J DEFGRID3
* xyz 0 1
H 0.23 2.25 0.66
N 0.05 2.00 -0.31
C -0.49 0.87 -0.47
N -1.48 0.22 0.49
N -2.42 -0.67 -0.06
H -0.71 0.52 -1.48
H -1.74 0.75 1.32
H -2.51 -1.51 0.51
H -3.34 -0.23 -0.17
C 2.33 -0.43 -0.10
N 0.98 -0.95 0.01
H 2.72 -0.60 -1.10
H 2.99 -0.90 0.63
H 2.38 0.65 0.07
H 0.58 -1.26 -0.87
H 0.42 -0.72 0.87
*
```

***

The following is a quantum chemistry calculation of a cluster of 6 separate species, C16H26Cl8F6O4 in total at a distorted geometry, from OMol25.

Results
HOMO, eV: -10.298
Orbital gap, eV: 10.631
Max |F|, Eh/bohr: 0.106
Structure (SMILES): CCOC(=O)C(F)(F)F.CCOC(=O)C(F)(F)F.ClCCCl.ClCCCl.ClCCCl.ClCCCl
Energy relative to the best compared isomer or geometry (same formula, charge and spin), kcal per mole: 31.4

The geometry in ORCA input format:
```
! wB97M-V def2-TZVPD RIJCOSX def2/J DEFGRID3
* xyz 0 1
C -3.25 22.57 -12.21
C -3.20 22.19 -13.70
O -2.23 21.20 -13.95
C -2.46 19.92 -13.64
O -3.50 19.43 -13.24
C -1.09 19.14 -13.79
F -1.35 17.97 -14.40
F -0.20 19.81 -14.55
F -0.57 18.95 -12.61
H -3.67 23.56 -12.05
H -2.24 22.67 -11.84
H -3.84 21.79 -11.72
H -2.82 23.11 -14.14
H -4.23 21.99 -14.02
C 3.55 21.51 -17.36
C 2.11 21.02 -17.25
O 2.11 19.69 -16.86
C 1.26 18.75 -17.40
O 0.49 18.97 -18.36
C 1.28 17.36 -16.78
F 0.06 16.89 -16.70
F 2.03 16.63 -17.61
F 1.98 17.34 -15.60
H 4.22 20.78 -17.80
H 3.97 21.68 -16.37
H 3.64 22.45 -17.91
H 1.60 21.15 -18.21
H 1.59 21.68 -16.55
Cl 4.47 20.43 -20.91
C 3.15 19.26 -20.83
C 3.53 17.95 -21.40
Cl 2.10 16.91 -21.05
H 2.40 19.75 -21.44
H 2.76 19.26 -19.82
H 4.29 17.49 -20.77
H 3.86 17.87 -22.43
Cl -2.64 15.60 -19.01
C -1.50 16.79 -19.68
C -1.46 16.87 -21.22
Cl -1.22 15.21 -21.93
H -0.48 16.54 -19.38
H -1.77 17.73 -19.20
H -0.59 17.43 -21.56
H -2.35 17.33 -21.65
Cl -3.57 24.88 -16.75
C -2.00 25.60 -17.36
C -1.08 24.60 -18.04
Cl -0.71 23.10 -17.00
H -1.50 26.08 -16.52
H -2.14 26.50 -17.96
H -0.17 25.18 -18.20
H -1.41 24.34 -19.04
Cl 4.84 18.05 -17.74
C 6.44 17.27 -17.85
C 6.49 16.00 -18.67
Cl 8.18 15.46 -18.51
H 6.73 17.11 -16.82
H 7.09 18.01 -18.31
H 6.28 16.04 -19.74
H 5.95 15.26 -18.08
*
```

***

The following is a quantum chemistry calculation of an isolated molecule of C17H23N3O3 at a distorted geometry, from OMol25.

Results
HOMO, eV: -7.903
Orbital gap, eV: 8.700
Max |F|, Eh/bohr: 0.120
Structure (SMILES): Cc1oc(-c2ccoc2)nc1CN(C[C@@H]1CCC(=O)N1)C(C)C
Energy relative to the best compared isomer or geometry (same formula, charge and spin), kcal per mole: 155.5

The geometry in ORCA input format:
```
! wB97M-V def2-TZVPD RIJCOSX def2/J DEFGRID3
* xyz 0 1
C -1.52 -2.47 1.30
C -0.50 -2.18 0.31
O 0.68 -2.81 0.23
C 1.38 -2.23 -0.86
C 2.77 -2.25 -1.08
C 3.54 -1.49 -1.98
C 4.79 -1.91 -1.80
O 4.85 -2.95 -0.90
C 3.60 -2.91 -0.34
N 0.70 -1.31 -1.45
C -0.56 -1.28 -0.70
C -1.82 -0.50 -0.97
N -1.67 0.82 -0.32
C -0.31 1.56 -0.62
C 0.31 2.13 0.70
C 1.59 2.66 0.54
C 2.62 1.57 0.77
C 1.73 0.58 1.48
O 1.97 -0.59 1.61
N 0.46 0.93 1.54
C -2.89 1.46 0.09
C -3.99 1.31 -0.93
C -3.22 1.08 1.53
H -1.80 -3.52 1.40
H -1.15 -2.20 2.31
H -2.33 -1.75 1.17
H 3.22 -0.77 -2.60
H 5.62 -1.54 -2.29
H 3.24 -3.58 0.47
H -2.86 -1.03 -0.91
H -1.90 -0.25 -2.04
H -0.64 2.36 -1.26
H 0.47 0.99 -1.18
H -0.30 2.96 1.17
H 1.76 3.44 1.29
H 1.66 3.25 -0.43
H 3.42 1.96 1.41
H 2.94 1.03 -0.18
H -0.26 0.22 1.26
H -2.72 2.54 0.17
H -4.73 2.09 -0.73
H -3.63 1.45 -1.94
H -4.54 0.35 -0.77
H -2.27 1.22 2.15
H -4.24 1.49 1.96
H -3.44 0.07 1.41
*
```

***

The following is a quantum chemistry calculation of an isolated molecule of C5H8N4O2S at a distorted geometry, from OMol25.

Results
HOMO, eV: -8.010
Orbital gap, eV: 8.344
Max |F|, Eh/bohr: 0.103
Structure (SMILES): [H]/N=C/[C@H](S)[C@@H]1NC=CN1[N+](=O)[O-]
Energy relative to the best compared isomer or geometry (same formula, charge and spin), kcal per mole: 152.8

The geometry in ORCA input format:
```
! wB97M-V def2-TZVPD RIJCOSX def2/J DEFGRID3
* xyz 0 1
H 1.01 2.29 -1.29
N 0.21 1.77 -1.29
C 0.40 0.50 -1.40
C -0.74 -0.41 -1.20
S -2.36 0.15 -1.69
C -0.77 -0.75 0.43
N -1.31 0.38 1.11
C -0.13 1.11 1.56
C 0.98 0.32 1.57
N 0.59 -0.86 0.86
N 1.52 -1.85 0.44
O 2.58 -1.72 0.98
O 1.07 -2.64 -0.32
H 1.35 -0.07 -1.30
H -0.61 -1.33 -1.77
H -2.27 1.53 -1.75
H -1.31 -1.64 0.37
H -1.93 0.91 0.46
H -0.15 2.02 2.16
H 1.87 0.28 2.08
*
```

***

The following is a quantum chemistry calculation of a structure of composition C2H5N2 at a distorted geometry, from OMol25.

Results
HOMO (spin up / spin down), eV: -14.937 / -15.062
Orbital gap (spin up / spin down), eV: 7.526 / 8.246
Max |F|, Eh/bohr: 0.086
Energy relative to the best compared isomer or geometry (same formula, charge and spin), kcal per mole: 107.8

The geometry in ORCA input format:
```
! wB97M-V def2-TZVPD RIJCOSX def2/J DEFGRID3
* xyz 1 1
C 0.22 -0.61 0.02
C 1.26 0.30 -0.06
N -2.18 0.18 0.51
N -1.44 0.12 -0.41
H 0.35 -1.65 -0.15
H 1.84 -0.23 0.70
H 1.20 1.33 0.15
H 1.86 0.11 -1.07
H -3.12 0.45 0.32
*
```

***

The following is a quantum chemistry calculation of a cluster of 3 separate species, C15H34N6O4P in total at a distorted geometry, from OMol25.

Results
HOMO, eV: -11.098
Orbital gap, eV: 8.511
Max |F|, Eh/bohr: 0.028
Energy relative to the best compared isomer or geometry (same formula, charge and spin), kcal per mole: 6.5

The geometry in ORCA input format:
```
! wB97M-V def2-TZVPD RIJCOSX def2/J DEFGRID3
* xyz 1 1
C 7.01 -0.06 1.71
C 6.79 0.82 0.49
O 5.63 1.63 0.52
C 4.47 0.93 0.88
C 3.25 1.70 0.36
N 2.43 2.26 1.44
C 2.51 3.51 1.85
N 1.67 3.76 2.84
C 1.05 2.61 3.05
N 0.11 2.53 3.99
O -0.62 1.41 4.30
N 1.47 1.62 2.20
P 0.90 -0.07 2.04
C 2.38 -1.15 2.05
C 0.28 -0.16 0.31
C -0.82 -1.26 0.30
H 8.01 -0.47 1.68
H 6.34 -0.91 1.76
H 6.91 0.48 2.65
H 7.66 1.46 0.39
H 6.78 0.18 -0.39
H 4.39 0.86 1.96
H 4.47 -0.07 0.44
H 3.63 2.56 -0.19
H 2.67 1.12 -0.34
H 3.15 4.26 1.44
H -0.10 3.37 4.51
H -0.16 0.99 5.04
H 3.12 -0.87 2.79
H 2.03 -2.17 2.23
H 2.86 -1.15 1.08
H -0.19 0.81 0.13
H 1.07 -0.37 -0.40
H -0.33 -2.22 0.25
H -1.53 -1.12 -0.49
H -1.30 -1.22 1.27
C -5.07 -2.05 0.82
C -4.42 -2.53 -0.45
O -3.21 -2.69 -0.55
N -5.23 -2.78 -1.51
C -6.67 -2.64 -1.60
H -4.29 -1.90 1.57
H -5.59 -1.11 0.65
H -5.77 -2.80 1.20
H -4.73 -3.10 -2.32
H -7.12 -3.61 -1.85
H -6.91 -1.93 -2.38
H -7.09 -2.30 -0.66
C -3.26 1.72 -3.75
C -3.74 0.28 -3.70
O -4.90 0.00 -3.46
N -2.82 -0.69 -3.92
C -1.40 -0.54 -4.22
H -4.11 2.37 -3.55
H -2.50 1.89 -2.99
H -2.86 1.96 -4.73
H -3.19 -1.62 -3.87
H -1.17 -0.99 -5.18
H -0.81 -1.05 -3.45
H -1.12 0.51 -4.24
*
```

***

The following is a quantum chemistry calculation of a structure of composition C5H10OPPb at a distorted geometry, from OMol25.

Results
HOMO (spin up / spin down), eV: -2.095 / -2.039
Orbital gap (spin up / spin down), eV: 5.104 / 4.840
Max |F|, Eh/bohr: 0.026
Energy relative to the best compared isomer or geometry (same formula, charge and spin), kcal per mole: 5.1

The geometry in ORCA input format:
```
! wB97M-V def2-TZVPD RIJCOSX def2/J DEFGRID3
* xyz -1 1
C 0.44 -2.00 -0.42
C 1.76 -1.60 -0.77
C 1.73 -1.12 -2.12
C 0.40 -1.28 -2.62
C -0.40 -1.84 -1.58
Pb -2.36 0.51 1.15
P -0.36 0.20 2.74
H 0.11 -2.37 0.55
H 2.61 -1.63 -0.10
H 2.57 -0.70 -2.66
H -1.45 -2.12 -1.62
H 0.07 -1.02 -3.62
H 0.54 1.32 2.87
H 0.51 -0.90 2.37
H -0.69 -0.08 4.12
O -0.61 2.19 0.03
H -0.77 2.97 -0.53
H 0.37 2.08 0.04
*
```